Entry 1:
# C23H40NO4P4STi

A molecular structure, C23H40NO4P4STi (ωB97M-V with the def2-TZVPD basis set, OMol25).

Atoms and positions in Å:
Ti -0.2580 -0.9731 -0.2965
C 3.5063 2.3463 2.4535
P 2.3602 2.0654 1.0194
C 1.8252 3.7886 0.5597
C 3.7196 1.8161 -0.2234
C 3.2981 1.7765 -1.6955
P 2.2313 0.4190 -2.2799
C 1.9084 0.8664 -4.0339
C 3.3324 -1.0650 -2.3508
H 4.2774 3.0782 2.2069
H 3.9682 1.3974 2.7178
H 2.8932 2.6557 3.3076
H 2.7168 4.4282 0.4815
H 1.1655 4.2126 1.2943
H 1.3140 3.7668 -0.4151
H 4.2627 0.8958 0.0461
H 4.3757 2.6896 -0.0643
H 4.1945 1.7851 -2.3567
H 2.7261 2.6971 -1.8914
H 2.3721 1.7854 -4.3603
H 0.8208 0.9365 -4.0787
H 2.1453 0.0118 -4.6824
H 4.3677 -0.8497 -2.1277
H 3.2747 -1.5282 -3.3342
H 2.9006 -1.7618 -1.6194
C -3.6168 -3.6098 1.0179
C -3.3190 -3.5045 2.3887
C -2.0448 -3.1476 2.8607
C -1.1203 -2.7406 1.8859
N -1.4080 -2.7879 0.5304
C -2.5768 -3.3497 0.1142
C 0.1934 -2.2462 2.2064
C 0.8041 -2.5313 3.4409
C 2.1351 -2.1734 3.6214
C 2.8686 -1.6014 2.5763
C 2.2496 -1.2388 1.3891
C 0.9002 -1.4972 1.2060
H -4.5881 -3.8999 0.6327
H -4.1144 -3.7521 3.1104
H -1.7817 -3.1026 3.9121
H -2.6759 -3.5505 -0.9412
H 0.2537 -3.0789 4.2110
H 2.5974 -2.3206 4.6185
H 3.9389 -1.4647 2.6794
H 2.7833 -0.7552 0.5700
C -1.3489 2.6861 0.8498
P -1.6569 0.8877 1.1634
C -1.3907 0.8374 3.0099
C -3.5225 0.6830 0.9084
C -3.9955 0.7306 -0.5390
P -2.6958 0.1792 -1.7053
C -2.2632 1.6555 -2.7541
C -3.6415 -1.0245 -2.7494
H -2.2840 3.2613 0.7850
H -0.8466 2.7525 -0.1279
H -0.6896 3.1187 1.6022
H -1.7953 1.7565 3.4732
H -0.3184 0.7260 3.1705
H -1.9171 -0.0405 3.3796
H -4.0293 1.4584 1.5247
H -3.7483 -0.3094 1.3247
H -4.3380 1.7173 -0.8627
H -4.8178 0.0247 -0.7107
H -3.0696 2.3900 -2.6158
H -2.1720 1.3086 -3.7695
H -1.3101 2.0415 -2.3963
H -4.4742 -1.5421 -2.2343
H -2.8982 -1.7677 -3.0756
H -4.0013 -0.5467 -3.6579
O 1.0408 -2.9833 -4.0313
S 0.5344 -1.8070 -3.3090
O -0.6504 -1.1403 -3.9068
O 0.1217 -2.2223 -1.7409
O 1.0010 0.2809 -1.3121

The net charge is -1. As for the multiplicity: 3. For the max |F|, the calculation gives 3.24 eV Å⁻¹. Its HOMO energy (spin up / spin down) is -1.19 / -3.53 eV. The HOMO-LUMO gap (spin up / spin down) is 3.61 / 5.96 eV.

***

Entry 2:
# C23H41AlBCl7F7InN3O13PS

A molecular structure, C23H41AlBCl7F7InN3O13PS (ωB97M-V with the def2-TZVPD basis set, OMol25).

Atoms and positions in Å:
C -2.8536 3.0310 3.0068
C -2.3863 2.9018 1.5831
O -3.3725 1.9618 0.9047
B -2.6381 0.9017 0.8232
O -2.5599 -0.1546 1.6620
In -1.1574 0.8695 -1.0051
C 0.8457 1.1174 -0.1290
C 1.9747 1.2266 -1.1683
C 2.5132 2.6665 -1.2713
C 2.7633 3.3445 0.0891
N 1.9638 4.5750 0.2484
C 0.6034 4.6558 0.2282
C 0.1734 5.9463 0.3960
C 1.3450 6.7415 0.5637
C 2.3901 5.8331 0.4551
P -1.5531 -1.2584 -2.2880
C -3.2394 -1.1075 -3.0355
C -1.6869 -2.6472 -1.1033
S -1.6784 2.8299 -2.5290
O -2.6895 3.6239 -1.8912
O -2.1590 2.2448 -3.7555
F -0.3926 3.7975 -2.8037
H -2.2962 3.8301 3.4868
H -2.6420 2.0882 3.5253
H -3.9176 3.2466 3.0960
H -2.3130 3.8742 1.0543
H -1.3786 2.4194 1.5866
H -1.7303 -0.6381 1.5377
H 0.8009 1.9486 0.5723
H 1.0202 0.2262 0.4820
H 1.6564 0.8721 -2.1512
H 2.7940 0.5644 -0.8746
H 1.8896 3.2663 -1.9369
H 3.4829 2.6153 -1.7772
H 3.8049 3.6424 0.2093
H 2.5204 2.7191 0.9464
H -0.1145 3.8630 0.0925
H -0.8386 6.3164 0.4044
H 1.3936 7.8094 0.7474
H 3.4366 6.1446 0.5344
H -3.9270 -1.6825 -2.4175
H -3.2481 -1.4155 -4.0807
H -3.5079 -0.0507 -2.9957
H -2.5180 -3.2912 -1.3873
H -1.8718 -2.2467 -0.1055
H -0.7738 -3.2391 -1.1000
Al 3.6189 7.7312 -0.1902
C 0.5983 -7.0171 -1.1492
C 1.5405 -6.5352 -2.2202
O 1.4437 -5.1172 -2.0918
C 1.1431 -4.8728 -0.7905
O 1.2450 -3.7889 -0.2837
O 0.7267 -5.9675 -0.1600
F 1.1259 -6.8920 -3.4585
H -0.4368 -7.0738 -1.4860
H 0.8803 -7.9815 -0.7401
H 2.5809 -6.8404 -2.0907
C 1.0008 -3.6860 2.8690
C 2.5038 -3.7050 3.0252
O 2.8874 -3.9595 4.3909
C 2.9097 -5.2338 4.7628
O 2.6439 -6.1723 4.0774
C 3.3819 -5.3391 6.2218
F 2.7960 -4.4211 7.0014
F 4.7089 -5.1479 6.3015
F 3.1133 -6.5341 6.7342
H 0.5548 -2.9685 3.5625
H 0.7329 -3.4126 1.8532
H 0.5664 -4.6612 3.0904
H 2.9180 -2.7288 2.7768
H 2.9653 -4.4324 2.3584
C 4.2481 6.5472 -4.4745
Cl 4.9618 7.6924 -5.6101
Cl 2.5437 6.3153 -4.8488
Cl 5.0924 5.0124 -4.5655
Cl 4.4075 7.2075 -2.8036
C -5.2169 -3.7896 0.5873
C -4.2044 -4.6404 -0.0340
N -3.4232 -5.3280 -0.5111
H -5.6877 -3.1588 -0.1658
H -5.9784 -4.4088 1.0574
H -4.7561 -3.1578 1.3458
O -3.5612 -9.3976 0.2049
Cl -2.3874 -8.6031 0.4544
O -1.4460 -9.3513 1.2520
O -2.7523 -7.3900 1.1444
O -1.7604 -8.2619 -0.8151
C -3.0433 -0.8620 5.1067
Cl -1.7567 0.3487 5.0168
Cl -2.4418 -2.4841 4.7520
H -3.4611 -0.8515 6.1062
H -3.8054 -0.6080 4.3784
F -2.1420 5.3157 1.9372
N 1.9409 9.3663 -6.7719
H 2.3220 10.2856 -6.9796
H 2.6695 8.7642 -6.3935
H 1.1813 9.4561 -6.1024
H 1.5824 8.9121 -7.6659
F 1.4237 7.8718 -8.9007

The net charge is 0. As for the multiplicity: 1. For the max |F|, the calculation gives 2.79 eV Å⁻¹. Its HOMO energy is -7.66 eV. The HOMO-LUMO gap is 2.77 eV.

***

Entry 3:
# C23H41BrCl2F3I2NO7PS3

A molecular structure, C23H41BrCl2F3I2NO7PS3 (ωB97M-V with the def2-TZVPD basis set, OMol25).

Atoms and positions in Å:
C -0.2164 4.5772 1.6667
C 0.3504 3.4650 2.5955
C 1.1037 2.4142 1.7436
O 0.2620 1.7298 0.8019
C 0.0714 0.3610 0.9591
C -0.2894 0.0263 2.4893
I -2.1446 -1.1628 2.8187
C 0.7802 -0.3793 3.5534
C 0.7058 -1.8367 4.1146
I 0.2915 0.7962 5.3711
O -1.3224 0.3821 0.5218
C -1.6564 -0.2336 -0.7178
Br -1.6500 1.3588 -1.9311
O -2.8926 -0.7314 -0.6270
C -3.9653 0.1825 -0.2843
C -5.0301 0.3166 -1.4228
C -4.6707 -0.6032 -2.6387
C -5.3851 1.7535 -1.9306
C -4.9892 2.0868 -3.4161
C -4.9169 2.9610 -1.0792
C -0.4405 -1.2647 -0.7738
P -0.8874 -3.0644 -0.0843
S -2.5874 -3.8320 -0.4733
S -0.4692 -1.7288 -2.5789
O -0.0493 -0.7393 -3.5421
O -1.8191 -1.9791 -2.9860
C 0.3770 -3.3192 -3.1081
F -0.4510 -4.3379 -3.0126
F 1.5240 -3.6445 -2.5001
F 0.6249 -3.1867 -4.3913
N 0.7515 -0.5923 -0.0754
C 1.6123 -1.5967 0.6682
C 2.8939 -1.0971 1.3548
C 4.2743 -1.4404 0.7220
C 5.3485 -1.5725 1.8449
S 6.0583 0.0431 2.2337
O 7.2564 -0.1565 2.9646
O 5.0969 0.8692 2.8941
Cl 6.5958 0.9667 0.4631
C 1.6438 0.0321 -1.1515
Cl 2.7535 1.3911 -0.6441
C 2.5595 -0.8764 -2.0088
C 3.8026 -0.1883 -2.6831
H -0.5902 5.3915 2.3049
H 0.5760 4.9600 1.0054
H -1.0568 4.1816 1.0758
H -0.4270 3.0400 3.2454
H 1.0764 3.9667 3.2587
H 1.7930 1.7906 2.3341
H 1.7831 3.0516 1.1496
H -0.7607 0.9425 2.8568
H 1.7997 -0.0337 3.3896
H 1.6637 -2.0562 4.6106
H 0.4447 -2.5945 3.3586
H -0.0605 -1.9190 4.8950
H -4.4836 -0.3412 0.5399
H -3.6585 1.1269 0.1810
H -5.9654 -0.1351 -1.0523
H -5.5130 -0.6054 -3.3436
H -3.7505 -0.2866 -3.1378
H -4.5480 -1.6442 -2.2989
H -6.4878 1.8278 -1.9577
H -5.0828 3.1732 -3.5478
H -3.9518 1.8138 -3.6532
H -5.6296 1.5319 -4.1157
H -3.8644 3.2426 -1.2394
H -5.1005 2.8390 0.0029
H -5.5234 3.8275 -1.3927
H 0.1491 -3.9619 -0.4812
H -0.7529 -3.0891 1.3285
H 1.8566 -2.4733 0.0493
H 1.0507 -2.0532 1.4957
H 2.9652 -1.5564 2.3589
H 2.8501 -0.0274 1.6216
H 4.1938 -2.4180 0.2211
H 4.5812 -0.6436 0.0339
H 6.1449 -2.2225 1.4503
H 4.9587 -2.0543 2.7526
H 0.9784 0.6036 -1.8167
H 2.9885 -1.7794 -1.5564
H 2.0919 -1.2761 -2.9205
H 3.5391 0.7096 -3.2517
H 4.1474 -0.9074 -3.4527
H 4.6699 -0.0911 -2.0220

The net charge is +1. As for the multiplicity: 1. For the max |F|, the calculation gives 6.17 eV Å⁻¹. Its HOMO energy is -11.99 eV. The HOMO-LUMO gap is 8.57 eV.

***

> Which formula does entry 2 have?

C23H41AlBCl7F7InN3O13PS

***

> Look up the net charge of the first one.

-1

***

> Which value of max |F| does entry 1 give?

3.24 eV Å⁻¹